1.
Here is the ion C3H8IN6 with charge +1 at a distorted geometry from OMol25. Energies are from ωB97M-V/def2-TZVPD.

LUMO energy (alpha / beta) = -4.222 / -4.226 eV
highest occupied orbital energy (alpha / beta) = -11.2 / -11.2 eV
gap between HOMO and LUMO (alpha / beta) = 7.00 / 6.99 eV
charge = +1
SMILES string = N/N=C(I)/C([NH3+])=C\N=N\N
ΔE to the lowest compared entry with this formula, charge and spin = 6.752 eV
strongest force on any atom = 7.0 eV/A

Last column: Löwdin charge in e.
Geometry (Å):
I1 -1.820 2.421 1.094  0.79
N1 1.671 -0.369 -0.868  -0.02
N2 2.861 0.133 -0.655  0.12
N3 0.259 2.062 -1.345  0.00
N4 -0.243 0.869 -0.949  -0.09
N5 -2.127 -1.178 1.323  0.17
N6 1.278 -1.376 -0.169  0.03
C1 -1.126 -0.655 0.444  -0.27
C2 0.166 -1.698 0.321  -0.02
C3 -0.910 0.646 0.122  -0.71
H1 -2.378 -2.084 0.845  0.19
H2 3.477 0.473 -1.433  0.15
H3 3.414 0.113 0.157  0.10
H4 -2.963 -0.523 1.570  0.20
H5 -1.695 -1.431 2.162  0.13
H6 0.067 2.965 -0.900  0.04
H7 0.146 2.312 -2.312  0.10
H8 -0.078 -2.682 0.595  0.09

2.
Here is a structure of composition C12H43KO12 at a distorted geometry from OMol25. Energies are from ωB97M-V/def2-TZVPD.

LUMO energy = -0.007 eV
highest occupied orbital energy = -8.7 eV
gap between HOMO and LUMO = 8.68 eV
strongest force on any atom = 4.6 eV/A

Last column: Löwdin charge in e.
Geometry (Å):
K1 -0.132 -0.724 -0.003  0.82
O1 -4.310 0.741 2.157  -0.12
O2 0.612 2.889 -1.587  -0.04
O3 0.529 -3.507 -0.728  -0.17
O4 4.132 -0.890 -1.575  -0.10
O5 0.534 -0.517 2.704  -0.17
O6 -2.093 1.310 0.423  -0.19
O7 -0.642 3.795 0.820  -0.13
O8 -2.734 -1.963 0.570  -0.17
O9 0.254 -0.781 -2.868  -0.16
O10 1.833 1.133 -1.582  -0.08
O11 2.307 2.291 1.223  -0.12
O12 1.650 -3.645 2.995  -0.11
C1 0.421 -4.302 3.131  -0.16
C2 5.131 -0.009 -2.023  -0.19
C3 3.538 1.793 1.653  -0.16
C4 -0.902 -0.482 -3.568  -0.17
C5 2.406 2.688 -3.241  0.01
C6 1.871 -3.666 -0.997  -0.15
C7 -5.502 1.064 1.523  -0.17
C8 -1.572 4.722 0.344  -0.16
C9 -0.781 -0.277 3.108  -0.17
C10 1.567 2.216 -2.075  -0.74
C11 -2.687 -3.362 0.381  -0.12
C12 -2.714 1.317 -0.832  -0.13
H1 0.012 3.687 0.125  0.04
H2 -3.223 0.356 -0.910  0.08
H3 -0.947 0.603 -3.661  0.08
H4 -3.370 2.186 -0.800  0.09
H5 5.079 1.013 -1.648  0.07
H6 -0.964 0.797 3.087  0.09
H7 -1.718 -3.716 0.733  0.06
H8 2.321 3.761 -3.409  0.08
H9 1.108 -0.015 3.288  0.09
H10 2.129 -3.666 3.826  0.08
H11 0.086 -4.627 2.146  0.06
H12 -1.668 4.686 -0.741  0.08
H13 -0.821 -0.623 4.141  0.09
H14 -3.549 0.850 1.582  0.02
H15 -3.588 -1.581 0.354  0.08
H16 -1.918 1.441 -1.567  0.08
H17 2.390 -4.313 -0.291  0.09
H18 2.006 -4.013 -2.022  0.09
H19 3.319 -0.379 -1.588  0.03
H20 5.301 0.154 -3.087  0.07
H21 3.246 0.810 2.021  0.07
H22 0.044 -4.334 -0.675  0.08
H23 3.995 2.338 2.479  0.08
H24 0.335 -5.104 3.864  0.08
H25 6.147 -0.393 -1.927  0.07
H26 4.262 1.720 0.842  0.08
H27 -2.516 4.512 0.846  0.08
H28 -6.199 0.238 1.384  0.08
H29 -1.581 2.122 0.427  0.05
H30 2.105 2.148 -4.139  0.08
H31 -0.239 -3.518 3.502  0.07
H32 2.252 -2.644 -0.993  0.07
H33 3.421 2.377 -2.994  0.07
H34 -0.811 -0.659 -4.639  0.08
H35 -5.128 1.229 0.512  0.06
H36 -2.841 -3.494 -0.690  0.09
H37 -6.014 1.956 1.884  0.08
H38 2.221 1.982 0.318  0.03
H39 -1.547 -0.724 2.475  0.06
H40 -3.514 -3.831 0.915  0.09
H41 0.683 -0.014 -2.481  0.00
H42 -1.781 -0.874 -3.056  0.08
H43 -1.243 5.725 0.616  0.08

3.
Here is the molecule C4H6O2 at a distorted geometry from OMol25. Energies are from ωB97M-V/def2-TZVPD.

LUMO energy = 0.408 eV
highest occupied orbital energy = -10.0 eV
gap between HOMO and LUMO = 10.40 eV
SMILES string = C[C@H]1O[C@H]1C=O
ΔE to the lowest compared entry with this formula, charge and spin = 4.060 eV
strongest force on any atom = 3.9 eV/A

Last column: Löwdin charge in e.
Geometry (Å):
O1 1.382 -0.877 0.156  0.01
O2 -1.183 -0.549 -2.248  0.02
C1 0.826 0.417 0.289  -0.31
C2 0.519 -0.413 -0.896  -0.23
C3 -0.779 -1.020 -1.185  -0.19
C4 -0.129 0.697 1.417  -0.03
H1 0.418 0.914 2.341  0.08
H2 -0.746 1.572 1.180  0.09
H3 -1.347 -1.791 -0.667  0.14
H4 -0.784 -0.159 1.595  0.08
H5 0.260 0.001 -2.086  0.21
H6 1.562 1.206 0.103  0.14

4.
Here is a structure of composition C12H10AuN2O5 at a distorted geometry from OMol25. Energies are from ωB97M-V/def2-TZVPD.

LUMO energy (alpha / beta) = -0.408 / -1.391 eV
highest occupied orbital energy (alpha / beta) = -8.1 / -7.9 eV
gap between HOMO and LUMO (alpha / beta) = 7.69 / 6.49 eV
ΔE to the lowest compared entry with this formula, charge and spin = 1.126 eV
strongest force on any atom = 4.6 eV/A
multiplicity = 2

Last column: Löwdin spin population.
Geometry (Å):
Au1 0.618 0.018 -0.011  0.61
O1 2.643 -0.804 0.610  0.11
O2 -1.013 0.444 -1.359  0.08
O3 -1.212 -0.386 3.643  0.00
O4 1.871 -1.362 -1.344  0.06
O5 -0.761 -0.616 1.527  0.04
N1 -1.352 -0.620 -2.067  0.00
N2 0.703 1.642 1.435  0.03
C1 -2.045 -2.839 -3.546  0.02
C2 -0.557 -1.021 -3.091  0.02
C3 -0.878 -2.124 -3.832  0.00
C4 0.456 1.974 3.787  0.00
C5 -0.631 0.036 2.641  0.00
C6 1.236 3.096 3.705  0.00
C7 1.415 2.759 1.336  0.00
C8 -2.482 -1.304 -1.756  0.02
C9 2.741 -1.444 -0.453  0.01
C10 -2.843 -2.406 -2.483  0.00
C11 0.186 1.241 2.625  0.00
C12 1.708 3.521 2.438  0.00
H1 -3.744 -2.941 -2.231  0.00
H2 1.497 3.658 4.587  0.00
H3 0.328 -0.429 -3.254  0.00
H4 -3.041 -0.918 -0.920  0.00
H5 0.036 1.596 4.708  0.00
H6 1.749 3.036 0.346  0.00
H7 3.613 -2.092 -0.609  0.00
H8 -0.222 -2.431 -4.630  0.00
H9 2.301 4.414 2.331  0.00
H10 -2.318 -3.697 -4.135  0.00

5.
Here is a cluster of 3 separate species, C38H33N3O4P2S in total at a distorted geometry from OMol25. Energies are from ωB97M-V/def2-TZVPD.

LUMO energy = -1.292 eV
highest occupied orbital energy = -8.7 eV
gap between HOMO and LUMO = 7.42 eV
SMILES string = [H]/N=C/C[C@@](C#N)([C@@H](C#N)[PH2]=S)P(CC)CC.O=C1c2ccccc2C(=O)c2ccccc21.O=C1c2ccccc2C(=O)c2ccccc21
strongest force on any atom = 12.3 eV/A

Last column: Löwdin charge in e.
Geometry (Å):
S1 -6.314 2.082 -0.068  0.09
P1 -1.145 2.156 2.025  0.97
P2 -5.388 0.595 0.859  0.38
O1 4.507 -0.444 3.258  0.08
O2 8.770 -0.139 6.459  0.10
O3 -6.665 -1.473 -5.439  0.10
O4 -1.530 -1.756 -6.873  0.09
N1 -2.786 -2.169 -0.269  0.05
N2 -2.706 1.598 -1.651  0.14
N3 -4.759 4.206 2.589  0.11
C1 5.856 3.359 4.393  -0.06
C2 -2.715 -1.678 -6.571  -0.28
C3 -5.846 -3.775 -6.798  0.00
C4 7.575 2.270 5.697  0.01
C5 -4.444 2.977 2.298  -0.20
C6 7.339 -1.515 5.205  -0.09
C7 -2.852 1.727 -4.959  -0.08
C8 5.386 2.114 3.970  0.01
C9 6.210 -1.598 4.391  -0.09
C10 -3.232 -0.483 -5.875  -0.09
C11 7.114 1.020 5.262  -0.08
C12 8.030 -2.680 5.560  0.01
C13 0.413 1.421 1.113  -0.39
C14 -5.494 -1.526 -5.793  -0.28
C15 6.945 3.436 5.262  -0.06
C16 -4.980 -2.713 -6.506  -0.09
C17 -5.379 -4.882 -7.507  -0.06
C18 -0.375 4.423 0.215  -0.20
C19 7.583 -3.923 5.111  -0.06
C20 6.439 -4.008 4.317  -0.06
C21 7.810 -0.206 5.700  -0.28
C22 5.502 -0.372 3.969  -0.28
C23 -4.050 -4.932 -7.927  -0.06
C24 -2.660 1.476 -0.345  -0.16
C25 -4.202 1.818 -4.620  -0.07
C26 -4.055 1.416 2.007  -0.44
C27 -1.851 -1.279 0.230  -0.18
C28 -3.646 -2.774 -6.905  -0.09
C29 -5.065 0.755 -4.895  0.01
C30 1.193 0.278 2.040  -0.19
C31 6.014 0.941 4.410  -0.09
C32 5.752 -2.848 3.956  0.01
C33 -2.365 0.580 -5.586  0.00
C34 -3.181 -3.883 -7.622  0.00
C35 -2.243 -0.445 1.584  -0.18
C36 -4.577 -0.401 -5.519  -0.09
C37 -2.602 1.165 1.298  -0.58
C38 -1.187 4.008 1.584  -0.42
H1 5.371 4.269 4.046  0.11
H2 -1.311 0.518 -5.852  0.12
H3 8.921 -2.622 6.184  0.12
H4 6.084 -4.977 3.974  0.11
H5 -0.869 5.386 -0.284  0.09
H6 1.220 2.232 0.867  0.08
H7 -6.116 0.833 -4.624  0.12
H8 -3.228 -0.959 2.019  0.12
H9 -4.583 2.717 -4.140  0.11
H10 -0.438 3.552 -0.564  0.06
H11 -2.178 2.553 -4.739  0.11
H12 -1.449 -0.515 2.453  0.10
H13 8.427 2.338 6.371  0.12
H14 -6.311 -0.221 1.634  -0.01
H15 -4.804 -0.298 -0.132  -0.01
H16 1.329 0.655 3.143  0.08
H17 -6.053 -5.704 -7.737  0.11
H18 -3.688 -5.790 -8.491  0.11
H19 8.125 -4.826 5.382  0.11
H20 -0.632 4.579 2.474  0.09
H21 0.696 -0.784 1.952  0.06
H22 4.534 2.062 3.295  0.12
H23 -4.025 0.856 3.054  0.14
H24 0.114 0.890 0.109  0.07
H25 -2.418 -2.636 -1.127  0.04
H26 -2.248 4.493 1.511  0.06
H27 -2.143 -3.932 -7.948  0.12
H28 -6.886 -3.740 -6.478  0.12
H29 4.863 -2.921 3.332  0.12
H30 0.770 4.646 0.407  0.08
H31 7.306 4.406 5.597  0.11
H32 2.292 0.210 1.584  0.08
H33 -0.815 -1.193 -0.306  0.12

6.
Here is the molecule C3H5NOS2 at a distorted geometry from OMol25. Energies are from ωB97M-V/def2-TZVPD.

LUMO energy = -1.607 eV
highest occupied orbital energy = -8.8 eV
gap between HOMO and LUMO = 7.23 eV
SMILES string = COC(=S)C(N)=S
ΔE to the lowest compared entry with this formula, charge and spin = 1.788 eV
strongest force on any atom = 4.2 eV/A

Last column: Löwdin charge in e.
Geometry (Å):
S1 0.731 -1.020 -1.505  0.71
S2 -1.238 2.101 0.686  0.78
O1 0.350 0.322 1.432  -0.12
N1 -1.313 0.563 -1.768  0.05
C1 1.111 -0.888 1.489  -0.09
C2 -0.327 0.166 -0.925  -0.82
C3 -0.312 0.754 0.367  -0.80
H1 -1.971 1.217 -1.513  0.02
H2 -1.100 0.419 -2.773  0.12
H3 1.242 -1.200 2.490  0.09
H4 0.756 -1.645 0.800  0.03
H5 2.071 -0.789 1.219  0.04

Q: Among the records above, which one has the lowest strongest force on any atom?
A: C4H6O2

Q: Among the records above, which one has the lowest strongest force on any atom?
A: C4H6O2